{
  "formula": "C20H13MoN3O11",
  "method": "ωB97M-V with the def2-TZVPD basis set",
  "elements": ["Mo", "O", "C", "O", "C", "C", "C", "C", "C", "N", "C", "O", "O", "H", "H", "H", "C", "C", "N", "C", "C", "N", "C", "O", "O", "C", "O", "O", "H", "H", "H", "H", "H", "O", "C", "C", "C", "C", "C", "C", "C", "O", "O", "H", "H", "H", "H", "H"],
  "positions_angstrom": [[-0.387, 1.293, 0.487], [0.699, 5.098, -0.108], [0.749, 3.979, 0.223], [-0.357, 3.168, 0.355], [2.010, 3.261, 0.650], [3.265, 3.800, 0.891], [4.207, 2.963, 1.472], [3.815, 1.772, 1.986], [2.539, 1.344, 1.738], [1.676, 1.994, 1.005], [1.969, 0.141, 2.419], [2.475, -0.812, 2.879], [0.481, 0.204, 2.177], [3.530, 4.813, 0.617], [5.237, 3.281, 1.633], [4.519, 1.168, 2.559], [1.619, 1.321, -2.665], [0.130, 1.123, -2.648], [-0.634, 1.144, -1.554], [-1.974, 1.081, -1.931], [-1.978, 1.000, -3.299], [-0.653, 0.978, -3.708], [-2.992, 1.021, -4.445], [-4.291, 1.039, -4.034], [-2.615, 1.110, -5.589], [-2.960, 1.146, -0.804], [-4.130, 0.865, -0.885], [-2.276, 1.481, 0.317], [1.971, 1.574, -1.648], [1.901, 2.156, -3.324], [2.163, 0.453, -3.009], [-0.414, 0.999, -4.676], [-4.376, 0.869, -3.079], [-1.214, -2.846, 3.817], [-1.160, -3.613, 2.737], [-1.445, -4.978, 2.726], [-1.226, -5.706, 1.545], [-0.931, -5.060, 0.320], [-0.783, -3.719, 0.314], [-0.830, -2.975, 1.505], [-0.612, -1.583, 1.419], [-0.192, -0.988, 2.590], [-0.720, -0.863, 0.396], [-1.508, -3.361, 4.582], [-1.644, -5.503, 3.667], [-1.320, -6.775, 1.546], [-0.801, -5.661, -0.576], [-0.532, -3.196, -0.590]],
  "forces_ev_per_a": [[0.1, 0.3, -0.1], [-0.2, 1.0, -0.4], [0.5, -0.5, 0.2], [0.3, -0.3, -0.1], [-0.9, -0.7, 0.2], [-0.3, -0.2, -0.5], [0.8, 1.3, -0.1], [0.7, -1.4, 0.7], [-0.4, -1.4, 1.2], [0.3, 1.6, -0.7], [0.8, -1.6, -0.9], [-0.7, 1.0, 0.1], [-0.4, 0.5, 0.5], [-0.3, 0.0, -0.1], [-0.3, 0.1, -0.1], [-0.4, 0.0, 0.0], [-0.1, 0.5, 0.4], [1.1, 0.1, 0.2], [0.0, 0.0, 0.4], [0.3, -0.1, -1.0], [-0.5, -0.3, -0.6], [-0.9, 0.4, 1.2], [-1.0, 0.4, 0.4], [1.6, -0.2, -0.8], [-0.4, -0.3, 1.6], [-0.2, -0.4, -0.9], [1.3, 0.6, 0.2], [-1.3, -0.4, 0.4], [-0.2, -0.2, -0.5], [-0.3, -0.2, 0.1], [0.0, -0.4, -0.1], [0.3, 0.0, -0.8], [-0.1, 0.1, 0.0], [-0.2, -0.2, 0.5], [0.0, -0.2, -0.9], [0.9, -0.7, -0.4], [-0.4, 1.1, 0.2], [-0.1, -1.2, 0.5], [0.2, 0.6, -0.3], [-0.6, -0.2, 0.6], [0.1, 0.1, -0.1], [0.6, 0.4, -0.4], [0.6, 0.2, 0.4], [0.0, 0.1, 0.0], [-0.1, 0.2, -0.4], [-0.1, -0.3, 0.2], [-0.1, 0.2, 0.1], [0.0, 0.1, -0.3]],
  "nbo_charge": [1.72, -0.41, 0.75, -0.60, 0.10, -0.14, -0.11, -0.16, 0.08, -0.46, 0.78, -0.37, -0.34, 0.29, 0.27, 0.28, -0.67, 0.47, -0.48, -0.01, 0.06, -0.45, 0.77, -0.63, -0.51, 0.78, -0.49, -0.63, 0.22, 0.27, 0.27, 0.48, 0.51, -0.63, 0.43, -0.31, -0.05, -0.25, -0.09, -0.30, 0.82, -0.14, -0.64, 0.52, 0.25, 0.25, 0.25, 0.23],
  "energy_ha": -1829.481564,
  "total_charge": 2,
  "e_homo_ev": [-14.945, -14.944],
  "orbital_gap_ha": [0.2353, 0.2350],
  "lumo_energy_ev": [-8.5, -8.5],
  "e_above_lowest_kcal_mol": 58.37
}